Molecular formula: C23H50ClF7NO6P
Method: DFT, ωB97M-V with the def2-TZVPD basis set

Orbital gap in eV: 9.23
E_HOMO in eV: -8.70
E in Eh: -2913.0347

ORCA input file:
```
! wB97M-V def2-TZVPD RIJCOSX def2/J DEFGRID3
* xyz 0 1
C 1.732 -2.929 0.419
P 2.308 -2.377 -1.231
Cl 3.469 -0.747 -0.126
C 3.907 -3.109 -1.815
N 4.221 -2.808 -3.206
C 1.537 -1.017 -2.236
C 2.335 0.231 -2.557
O 3.287 0.247 -3.308
O 1.854 1.378 -2.044
C 1.226 -3.697 -2.144
F 1.453 -3.670 -3.471
F 1.552 -4.956 -1.747
C -0.302 -3.509 -1.931
F -0.896 -3.356 -3.126
F -0.485 -2.377 -1.244
C -1.091 -4.655 -1.246
F -2.346 -4.197 -1.052
F -0.589 -4.967 -0.053
F -1.161 -5.726 -2.029
H 2.413 -2.541 1.148
H 1.725 -4.006 0.511
H 0.766 -2.519 0.663
H 4.669 -2.676 -1.199
H 3.941 -4.180 -1.634
H 5.120 -2.382 -3.310
H 3.514 -2.289 -3.689
H 1.147 -1.378 -3.181
H 0.679 -0.704 -1.653
H 0.980 1.249 -1.654
C -0.693 4.032 -1.585
C -0.186 2.724 -2.167
O 0.057 1.723 -1.192
C -1.072 1.313 -0.428
C -2.187 0.695 -1.258
H -0.027 4.382 -0.795
H -0.746 4.792 -2.363
H -1.690 3.925 -1.155
H 0.774 2.893 -2.656
H -0.870 2.351 -2.936
H -1.451 2.139 0.181
H -0.687 0.565 0.266
H -2.669 1.422 -1.914
H -2.954 0.276 -0.607
H -1.783 -0.101 -1.885
C -5.242 3.836 0.323
C -5.414 2.610 1.205
O -4.392 2.456 2.170
C -4.273 3.505 3.114
C -5.512 3.709 3.969
H -4.246 3.848 -0.123
H -5.985 3.834 -0.475
H -5.363 4.762 0.886
H -5.367 1.715 0.584
H -6.400 2.612 1.681
H -3.989 4.440 2.617
H -3.435 3.225 3.753
H -6.356 4.073 3.380
H -5.313 4.441 4.752
H -5.815 2.770 4.434
C 7.394 -6.158 -5.929
C 6.297 -5.122 -6.107
O 6.557 -3.895 -5.457
C 7.710 -3.197 -5.886
C 7.675 -2.794 -7.351
H 7.622 -6.295 -4.872
H 7.080 -7.115 -6.348
H 8.317 -5.864 -6.432
H 5.374 -5.492 -5.660
H 6.089 -4.958 -7.171
H 8.615 -3.775 -5.666
H 7.752 -2.300 -5.268
H 7.718 -3.661 -8.012
H 8.528 -2.156 -7.586
H 6.757 -2.250 -7.575
C -5.055 2.068 8.072
C -4.026 3.080 7.598
O -4.375 4.423 7.872
C -4.526 4.754 9.240
C -3.262 4.563 10.061
H -6.045 2.323 7.690
H -4.790 1.069 7.725
H -5.120 2.034 9.161
H -3.939 3.017 6.513
H -3.036 2.847 8.007
H -5.360 4.197 9.680
H -4.809 5.806 9.252
H -2.987 3.511 10.147
H -3.408 4.950 11.070
H -2.424 5.088 9.600
*
```